# 1
Computed, not measured: a 6-piece molecular cluster, C40H79BrClF3IN7O12P overall, with the ωB97M-V functional and the def2-TZVPD basis.

The geometry in XYZ format:
```
145
Properties=species:S:1:pos:R:3:forces:R:3
I -7.12493 -3.71411 -0.28077 0.42 0.02 -0.48
Br -3.22071 3.47030 1.10048 0.72 -1.18 -0.76
Cl -0.37666 -4.40405 -2.54970 -0.38 0.35 1.63
P 2.55135 0.62464 2.69975 3.97 1.25 4.74
F 0.20098 1.46436 -5.24124 -2.64 -1.50 1.79
F -1.60928 0.13107 -5.53918 1.26 1.62 2.31
F -1.68373 1.86989 -4.00895 1.57 -2.32 -1.26
O 3.34394 -0.73213 2.05126 -1.59 2.02 0.21
O -4.77465 6.58693 2.21979 0.28 -0.08 -0.05
O 7.50917 -4.26895 -3.25100 0.29 -0.39 -0.30
O 9.02316 -1.05321 -3.50275 -0.13 0.55 0.18
O -0.50587 -5.65955 -0.20019 -0.63 4.34 -2.34
O -5.61330 2.06591 4.19615 -0.04 0.12 0.04
O 3.37487 1.07941 3.93453 -2.39 -1.18 -3.25
O 5.06655 -3.58702 -0.01244 -0.09 -0.05 -0.88
O 2.47026 1.96077 1.65694 0.11 -3.72 0.32
O 0.31501 -1.28018 -4.12821 -0.89 0.93 0.80
O -0.49297 3.24943 0.54041 -4.79 -2.09 -1.00
O -8.27527 0.81536 1.23023 0.55 0.78 1.86
N 4.08140 -2.69978 -1.88444 -0.19 0.25 0.97
N -1.99755 -2.42999 -0.75985 0.10 0.95 2.59
N 8.50248 -4.50798 -5.30799 -0.22 0.33 0.66
N 8.06522 0.13195 -1.78994 0.63 -0.47 -0.16
N -2.81366 7.76612 2.07814 -0.80 0.11 0.33
N -2.74715 -0.15951 0.81162 0.62 -1.34 0.22
N -6.55799 3.35557 5.84424 0.82 -0.73 -0.24
C -1.59757 2.70508 0.27013 5.09 1.60 0.40
C -5.64086 2.48508 5.34438 -0.45 0.57 0.45
C -1.64040 -0.77504 -2.59378 0.32 -0.60 -0.71
C 9.35539 -3.93683 -6.32992 -0.11 -0.18 0.05
C -5.71819 0.67904 1.29897 -0.77 -0.76 -0.50
C -1.48165 0.02797 0.00203 1.92 1.50 -0.85
C -1.56173 1.47626 -0.74758 -1.06 -0.01 0.20
C -7.60728 3.85089 4.97462 0.12 -0.09 -0.28
C -0.87757 0.82875 -4.55429 0.73 0.94 -0.95
C -4.45834 -5.21814 -0.54309 -0.41 -0.14 1.21
C -5.23765 -4.04453 -1.31851 1.31 -1.00 -1.37
C 3.18031 -1.71167 -2.43918 0.18 -0.41 -0.10
C -1.28583 -1.16019 -1.07041 0.34 -0.05 -1.36
C -0.35619 -0.20199 -3.41994 -1.05 -0.70 -0.87
C -4.10694 7.57788 2.46199 0.49 0.07 -0.15
C -5.29247 -0.70407 0.60629 0.03 0.50 -0.03
C -2.08001 8.97300 2.40373 0.08 -0.18 -0.13
C -2.15259 6.72399 1.31972 -0.21 -0.04 0.07
C -4.37167 -2.72329 -1.59597 -0.25 -0.33 -0.25
C 4.64804 -2.84828 2.69222 -1.01 -0.26 0.75
C -0.69237 -4.55859 -0.74334 0.44 -3.83 2.85
C 6.98414 0.62083 -2.62270 0.17 -0.20 -0.24
C 4.32339 -2.78372 -0.54683 0.04 -0.06 -0.77
C 9.00568 -0.68486 -2.34140 -0.29 0.28 0.30
C 7.93350 -5.82451 -5.52336 -0.08 0.06 0.26
C 0.88801 0.04668 3.36179 -2.34 -0.39 -0.98
C -0.37704 0.51460 2.43851 0.89 0.66 0.66
C 3.05570 2.92957 -0.52986 -0.58 -1.21 0.52
C -7.14747 0.39789 2.03311 0.94 -1.03 -0.08
C -1.24446 -3.32098 0.16415 0.77 -0.94 -1.49
C 3.43414 -1.83281 3.00055 0.43 -2.23 1.00
C -3.43127 -2.24603 -0.37803 -1.75 0.93 -0.69
C 8.21900 -3.84490 -4.15047 0.52 0.10 -0.63
C 8.11136 0.52713 -0.39674 -0.18 0.05 -0.19
C -6.51949 3.80499 7.22187 -0.14 0.07 -0.11
C 3.56933 1.98951 0.70031 0.44 1.95 -2.22
C -3.83885 -0.69700 -0.06572 -1.76 -1.31 -0.86
C 4.74652 -3.62868 -2.78408 0.20 -0.02 0.29
C -8.72374 2.09397 1.75084 0.03 0.82 -0.33
C -0.15472 0.08105 0.91066 0.18 0.85 0.85
H 5.66861 -2.34420 2.64839 -1.50 -0.57 -0.27
H 6.31449 1.25911 -2.04477 0.14 -0.07 0.03
H -7.09423 0.86172 3.07069 -0.36 -0.40 -1.48
H 9.71009 -2.94817 -6.03461 -0.09 -0.11 0.07
H -8.26100 4.53555 5.51531 0.14 -0.10 0.01
H 8.97379 0.08728 0.10589 -0.08 0.01 -0.12
H -3.92951 -0.06793 -1.02650 0.53 -0.90 1.59
H -1.76204 9.45753 1.47724 0.07 0.12 0.15
H 3.76775 -2.03205 0.03995 -0.07 0.09 -0.01
H -7.90537 2.86546 1.49835 -1.38 -0.81 0.48
H -2.15081 5.80452 1.90688 0.15 0.09 -0.14
H 6.84325 -5.75327 -5.49385 0.05 -0.19 -0.02
H -4.51678 8.42668 3.03227 0.07 0.04 -0.02
H -0.59191 1.59739 -1.35921 -1.75 -0.04 1.00
H 2.75481 -1.08464 -1.65160 0.08 -0.03 0.08
H 0.46570 -0.87571 0.91420 -1.12 0.98 -0.18
H -8.18919 3.00671 4.59991 -0.06 0.17 0.01
H -5.51344 -4.47150 -2.35544 0.15 0.90 1.74
H -4.98928 -5.35599 0.47345 1.07 0.06 -1.55
H -5.41376 -1.58653 1.34284 0.36 1.40 -1.13
H 9.77994 -0.99844 -1.62362 -0.06 0.04 0.05
H -3.00481 0.66320 1.38493 -0.02 -0.06 -0.48
H -0.34457 -1.85336 -4.57557 0.40 0.65 0.37
H 3.93450 3.35712 -1.11261 -1.24 -0.48 0.81
H -0.31433 -2.86109 0.63603 -1.22 -0.49 -0.61
H 8.78825 -3.85082 -7.26051 0.18 0.06 -0.07
H 3.55841 -1.50500 4.09245 -0.42 0.09 -1.76
H -2.50094 1.56862 -1.40722 1.57 -0.23 0.88
H -7.25690 -0.74398 2.17208 0.18 1.71 -0.24
H -2.70036 9.66549 2.97446 0.00 -0.12 -0.07
H 4.39251 -3.50079 1.78434 0.89 1.30 1.51
H 4.68803 -3.55996 3.60440 -0.16 1.18 -1.31
H -1.86888 -3.81231 0.98094 0.77 0.67 -1.21
H 8.69964 -2.85579 -4.08662 -0.08 -0.34 -0.13
H -3.66736 -2.94910 -2.48102 -1.10 0.22 1.41
H -1.29938 0.07480 2.94689 1.06 0.47 -0.78
H 7.19743 0.19023 0.09971 0.09 0.06 0.16
H -7.45280 3.52239 7.71476 0.11 0.09 0.13
H -2.70764 6.54877 0.39438 0.13 -0.12 0.00
H 2.45133 2.22046 -1.20908 0.86 1.25 0.73
H -8.88018 2.08065 2.88118 0.26 -0.21 -1.48
H 5.82816 -3.51431 -2.68107 -0.32 -0.19 -0.10
H -1.88690 -1.77582 -3.11697 0.39 1.58 0.94
H 0.80311 -1.10574 3.40013 0.69 1.79 -0.10
H -5.68213 3.35458 7.75683 -0.07 0.01 -0.12
H 4.45357 -3.43734 -3.81755 -0.06 0.08 0.14
H -4.96380 1.05479 2.07368 -1.10 -0.41 -1.08
H 0.52134 0.89380 0.44116 -0.99 -1.36 0.75
H -4.89118 2.17520 6.08960 -0.05 0.05 0.04
H 0.67216 0.42122 4.42710 0.94 -0.33 -1.71
H 4.47447 -4.65034 -2.50750 0.12 0.01 -0.12
H 4.47642 2.51785 1.15042 -1.21 -1.17 -0.27
H 10.21483 -4.59416 -6.48525 0.04 0.14 -0.15
H 3.81265 0.97911 0.22632 -0.20 1.21 1.17
H -4.49675 -6.23662 -1.05502 -0.03 1.57 0.43
H 7.40295 1.18821 -3.45758 -0.19 -0.02 -0.01
H -7.15446 4.36879 4.12530 -0.17 0.01 -0.01
H -0.15707 -1.41110 -1.06933 -1.80 0.42 -0.04
H 2.37053 -2.22304 -2.96681 -0.03 0.25 -0.06
H -6.41189 4.89220 7.23872 -0.01 -0.06 0.17
H -1.12731 7.01081 1.08394 -0.13 0.06 0.08
H -1.20164 8.70689 2.99705 0.01 0.20 -0.02
H -6.04172 -0.87683 -0.25539 1.23 0.11 1.46
H 6.42683 -0.23046 -3.02272 -0.06 0.13 -0.07
H 8.26198 -6.49228 -4.72306 -0.13 -0.08 -0.12
H 2.47084 -2.46000 2.88251 1.35 0.97 0.36
H -3.36778 -4.99573 -0.29782 -1.39 -0.16 -0.60
H -2.52534 -0.92123 1.49308 -0.35 0.71 -0.35
H 3.73162 -1.08006 -3.14103 -0.21 0.11 -0.05
H -0.43019 1.66273 2.54955 -0.15 -1.82 -0.38
H -5.08700 -1.89330 -1.94408 1.09 -1.17 0.56
H 8.24877 -6.22495 -6.48748 0.01 0.12 0.09
H 0.42897 0.25004 -2.73139 -1.04 -0.28 -1.14
H -5.88519 1.43072 0.43686 0.36 -0.87 1.62
H 2.32255 3.72562 -0.14408 1.39 -1.05 -0.56
H -3.74105 -2.82480 0.57509 0.81 0.77 -1.46
H -2.57148 -0.12868 -2.72043 1.39 -0.70 0.25
H -9.72012 2.38143 1.27741 1.49 -0.49 0.39
H 8.17945 1.61651 -0.33738 0.01 -0.04 0.19
```
Positions in Å, forces in eV/Å.

Calculated values
E_HOMO: -10.08 eV
LUMO level: -0.106 Ha
total charge: +1
ΔE to the lowest compared entry with this formula, charge and spin: 174.36 kcal/mol
HOMO-LUMO gap: 7.19 eV

---

# 2
Computed, not measured: C40H80F3N4O20SV as an isolated structure, with the ωB97M-V functional and the def2-TZVPD basis.

The geometry in XYZ format:
```
149
Properties=species:S:1:pos:R:3:forces:R:3
V 1.13819 -3.98900 -5.35613 -2.29 1.46 -1.08
S 0.35857 -0.57272 -1.69647 -1.77 -0.61 -0.23
F 1.22677 1.28811 0.11631 1.09 -0.47 -1.04
F 2.73410 -0.18389 -0.59561 0.87 0.40 0.67
F 2.10914 1.43108 -1.96237 -0.15 -0.64 1.84
O 2.92003 4.79386 6.21594 0.01 0.45 0.63
O -0.64347 0.38247 -2.14830 0.58 -0.02 0.61
O -2.11459 6.09737 0.05123 2.14 -1.20 1.00
O -0.94903 -3.14652 3.83371 -0.35 -0.02 0.37
O -2.55621 -6.81334 -5.56884 0.05 -0.11 -0.68
O -0.11173 -1.55523 -0.70875 0.87 1.32 0.02
O -1.84055 3.77762 5.72392 -1.17 1.06 -0.35
O 0.09417 -3.43990 -6.44682 2.41 -1.31 2.30
O -4.02188 7.23468 0.26291 2.06 -0.50 -1.65
O -7.61890 -1.88290 -0.02622 0.96 2.34 -1.25
O 0.99180 -1.27024 -2.81491 1.04 0.00 -0.36
O 0.03827 0.39867 -9.86875 2.77 3.32 0.29
O 1.81095 5.73239 -6.58646 0.37 -0.11 0.23
O 2.55451 -3.80723 -5.96436 -0.83 -0.29 0.33
O -3.63540 5.18706 5.94557 1.81 -3.11 -2.02
O 1.54254 -5.55854 -2.53187 -0.04 0.51 -0.63
O -5.83730 -0.58705 -0.46713 3.69 0.47 -1.46
O -7.73968 0.37510 -0.32826 -2.00 -0.16 -0.95
O -3.06323 6.88471 -1.78111 0.74 -0.53 0.58
O -3.60181 3.54896 4.29699 1.36 -0.35 1.24
N 3.43864 4.66822 4.93166 -0.93 0.16 -1.95
N -1.10304 -5.59469 -3.11060 -0.47 0.76 -1.46
N 1.08553 2.33526 -7.94372 -0.10 2.32 0.88
N -0.97630 -4.43957 4.40912 1.07 -0.68 0.10
C -0.53972 -6.76274 -2.43098 -0.02 0.47 -0.18
C 5.77519 4.18808 5.69358 -1.57 0.79 -0.37
C -1.14743 5.71127 -0.95337 -1.30 1.01 -1.54
C -3.03062 -7.84329 -6.42208 -0.65 -0.30 -0.25
C 0.21799 -6.07827 5.67558 0.70 -0.82 0.77
C 2.73903 -5.12742 -1.93173 1.57 -1.06 0.33
C 4.53293 3.69411 4.85868 0.77 0.97 -0.12
C -2.33330 -4.92349 4.73220 2.45 -0.08 1.96
C 0.72689 -6.37473 -1.71882 0.20 0.18 0.31
C 5.15868 4.78206 2.60256 -0.88 0.22 -0.15
C 0.14298 -4.61965 5.35220 1.26 0.63 -0.60
C 3.91013 5.65059 2.67862 -0.99 0.33 0.42
C 3.31277 5.91105 4.11809 1.10 0.77 -1.40
C -3.09990 -4.97093 3.50006 -2.89 0.97 -2.10
C 1.24193 1.27741 -10.05714 -1.57 0.70 -0.48
C 0.16851 -3.74757 6.64273 -0.33 0.21 -0.42
C 1.81448 6.43061 3.95354 0.95 -1.78 0.68
C 1.73126 0.58643 -0.93386 -2.49 -0.62 -2.00
C -3.07331 4.24869 5.36681 -1.85 2.62 1.24
C -1.48355 2.75254 4.84508 0.61 -1.77 -0.23
C -1.03987 -6.66368 6.21190 -0.55 0.52 -0.79
C 4.06703 2.35715 5.36440 0.22 -0.64 0.00
C -7.11104 -0.80755 -0.32835 -1.57 -1.43 2.00
C -2.15008 -6.39702 5.18623 -0.36 -0.11 1.03
C 1.49818 -4.37575 4.63542 0.09 0.64 -0.32
C -2.58520 -5.68292 -3.42456 -0.06 -1.83 0.59
C -6.85082 1.44821 -0.39540 1.20 1.10 0.41
C -2.97584 -6.92971 -4.23642 0.55 -0.54 0.90
C 0.96512 2.63199 -9.39136 0.66 -1.84 1.57
C 4.93128 3.51698 3.39403 1.11 -0.17 0.52
C 2.06914 6.51913 -7.74944 -0.60 -1.53 0.72
C 2.09044 4.36045 -6.76128 -0.79 -0.23 -0.19
C -3.11060 6.81190 -0.43809 -3.28 0.72 1.15
C 0.00707 -0.68349 -10.71850 -0.38 -0.59 0.84
C -2.78199 2.32953 4.16840 -0.71 0.39 -0.27
C -2.99018 -4.10845 5.88803 0.06 -0.36 -0.71
C -1.95528 6.02575 -2.19112 -0.83 1.13 -1.26
C 4.08426 7.11090 4.66324 0.38 0.07 1.70
C 0.80002 3.53766 -7.11244 0.65 -0.60 0.65
C -5.48101 0.83136 -0.81877 -2.91 -0.56 1.77
H -2.51150 -8.80071 -6.37763 0.69 0.13 0.32
H 3.29561 1.89659 4.74723 -0.65 0.53 0.20
H 1.71918 -5.06697 3.82211 -0.37 -0.25 -0.02
H -2.86614 -5.66820 2.69553 0.49 -0.64 0.65
H 1.76933 3.30706 -9.68399 0.24 0.05 0.17
H -2.06284 -7.02657 4.30071 0.12 -0.10 0.11
H -0.06798 4.12216 -7.41746 0.34 0.62 -1.01
H 5.90773 3.03351 3.42394 -0.01 -0.52 0.01
H -0.28923 6.37763 -1.04032 0.21 -0.27 1.15
H -0.63918 -3.35655 2.94970 -0.02 0.37 -0.23
H 5.16887 7.13065 4.55681 0.09 -0.42 -0.49
H -0.92758 -7.73927 6.34831 -0.14 0.03 0.29
H -0.72454 3.00242 4.10376 -0.06 0.72 0.04
H 3.80949 2.43301 6.42081 -0.12 -0.37 -0.12
H 5.93919 5.20955 5.35036 0.64 -0.09 -0.24
H 1.54672 1.50790 -11.07796 -1.00 -0.49 -0.80
H 3.07591 5.26040 2.09559 0.18 -0.40 -0.32
H -3.31528 1.48874 4.61200 0.05 0.21 0.55
H -0.80167 -1.21755 -10.21968 -0.15 -0.82 -0.92
H -3.19097 -4.94722 -3.95359 1.37 1.21 0.06
H 2.46680 3.95846 -5.82062 0.03 0.15 0.09
H 2.71674 -4.68489 -0.93585 -0.91 0.60 -0.18
H 0.39277 3.24754 -6.14390 0.30 -0.64 0.18
H -2.55597 -4.35860 6.85601 0.06 -0.05 -0.13
H -5.37923 1.05631 -1.88044 0.63 -0.89 0.08
H 1.61804 -3.38339 4.20073 -0.26 0.20 0.19
H 4.23805 2.81436 2.93158 -0.16 0.29 -0.33
H 3.33400 -4.52971 -2.62226 -0.49 0.36 0.00
H -2.38313 5.12956 -2.64046 0.09 0.22 -0.29
H 5.39701 4.48007 1.58271 -0.27 0.18 -0.24
H 0.52454 1.58629 -7.56368 -0.22 -0.20 -0.85
H -6.90180 1.90615 0.59242 0.59 0.05 0.11
H 2.18759 0.87649 -9.69234 -0.37 -0.52 0.84
H -4.13742 -5.11440 3.80185 -0.25 -0.59 -0.18
H 1.68658 5.97070 -8.61024 -0.80 0.40 -0.32
H -3.22251 -4.07027 2.89850 0.53 0.72 0.55
H 0.50104 -5.85288 -0.78889 -0.16 0.44 0.05
H 1.14601 -3.56089 7.08742 0.34 -0.73 -0.23
H 0.50143 -6.65423 4.79465 0.06 0.12 -0.21
H 0.93258 -1.24788 -10.60444 0.10 -0.33 -0.49
H -7.07383 2.25248 -1.09648 -0.81 -0.40 -0.22
H -2.56187 -7.82698 -3.77638 0.36 -0.29 0.02
H -0.21679 -0.38979 -11.74404 0.05 -0.27 -0.18
H -1.02455 1.98688 5.47053 -0.21 -0.31 -0.17
H -1.14115 -7.06970 -1.57531 -0.65 -0.60 -0.26
H 0.04263 3.16064 -9.63144 -0.37 -0.48 -0.35
H -4.06213 -8.13589 -6.22591 -0.34 0.37 0.40
H 6.67057 3.57022 5.62543 -0.18 0.00 0.10
H -0.91144 4.65423 -1.07615 0.16 0.05 1.30
H 3.37610 -5.99289 -1.74951 0.13 -0.46 -0.11
H -0.44808 -4.21065 7.41310 -0.20 0.49 0.03
H -4.04871 -7.10920 -4.16688 -0.34 0.45 -0.11
H -3.04457 -7.52507 -7.46450 0.39 0.36 0.16
H 1.62197 7.13252 3.14215 0.58 0.05 0.04
H -3.02389 -6.68305 5.77166 -0.67 -0.08 -0.66
H -2.84461 -3.04032 5.72678 -0.23 0.00 -0.07
H -1.33621 -6.17145 7.13818 0.10 -0.29 0.27
H -4.70106 1.20539 -0.15553 0.25 -0.53 -0.48
H 2.90361 4.23404 -7.47604 -0.10 -0.20 -0.40
H -0.34605 -7.57190 -3.13516 -0.24 -0.05 0.09
H 1.52670 7.42335 -7.47336 0.63 0.38 -0.94
H 5.41818 4.36943 6.70737 0.30 -0.52 0.29
H -3.03850 -5.76733 -2.43689 -0.54 -0.21 0.01
H 4.11032 6.65201 2.29759 -0.02 0.01 -0.22
H -4.04650 -4.37475 5.92506 -0.10 0.28 0.07
H 3.95470 7.06016 5.74432 -0.17 0.41 0.26
H 1.99787 4.55382 6.09932 -0.19 -0.10 0.24
H 1.19476 -7.30031 -1.38344 0.58 -0.12 -0.26
H 2.30316 -4.48774 5.36175 -0.04 -0.06 0.07
H -0.10472 -2.72339 6.38876 -0.75 -0.07 0.08
H 1.03141 -6.17964 6.39403 0.18 -0.19 0.09
H -0.93454 -4.84523 -2.45483 -0.36 0.61 -0.13
H 1.49111 6.86392 4.90000 -0.13 0.02 -0.07
H 1.23454 5.53252 3.74095 -0.38 0.02 0.05
H 4.86108 1.63058 5.19207 0.47 0.08 0.55
H 6.03271 5.36250 2.89797 0.05 -0.16 0.53
H 3.13185 6.52413 -7.99176 0.31 0.88 0.50
H 3.72920 8.08476 4.32616 -0.25 -0.16 -0.17
H -1.40121 6.67821 -2.86594 0.04 -0.70 -0.46
H -2.69575 2.04564 3.11956 0.23 0.52 -0.04
```
Positions in Å, forces in eV/Å.

Calculated values
E_HOMO: -7.88 eV
LUMO level: -0.167 Ha
HOMO-LUMO gap: 3.35 eV